C8H28B2O30 | ωB97M-V/def2-TZVPD

ORCA input file:
```
! wB97M-V def2-TZVPD RIJCOSX def2/J DEFGRID3
* xyz -2 1
O -12.64 -25.44 -3.80
C -12.88 -24.30 -4.08
O -14.02 -23.83 -4.55
B -13.98 -22.36 -4.66
O -12.64 -22.00 -4.09
C -11.93 -23.10 -3.90
O -10.77 -23.15 -3.59
O -15.04 -21.69 -3.92
C -15.63 -20.77 -4.67
O -16.47 -19.99 -4.33
C -15.02 -20.92 -6.10
O -14.12 -21.89 -6.04
O -15.32 -20.30 -7.07
O -15.09 -20.16 -10.27
C -14.10 -20.82 -10.41
O -13.88 -21.78 -11.29
B -12.49 -22.23 -11.18
O -12.03 -21.70 -9.88
C -12.87 -20.76 -9.48
O -12.73 -20.06 -8.52
O -12.39 -23.69 -11.25
C -11.49 -24.04 -12.15
O -11.13 -25.16 -12.36
C -10.99 -22.75 -12.83
O -11.60 -21.74 -12.26
O -10.24 -22.70 -13.77
O -9.85 -23.35 -8.12
H -10.19 -22.92 -8.91
H -9.80 -22.63 -7.47
O -10.49 -27.78 -13.42
H -10.46 -26.90 -13.04
H -10.09 -28.36 -12.76
O -12.63 -24.94 -8.60
H -11.98 -24.72 -7.93
H -12.24 -24.61 -9.42
O -11.96 -27.47 -10.26
H -11.26 -26.82 -10.39
H -12.42 -27.16 -9.47
O -16.66 -17.69 -10.09
H -15.75 -18.00 -10.11
H -16.84 -17.54 -9.16
O -16.21 -18.64 -12.93
H -15.95 -19.44 -13.40
H -15.40 -18.36 -12.49
O -7.85 -20.66 -14.03
H -8.36 -20.99 -13.28
H -8.50 -20.20 -14.57
O -13.37 -17.77 -6.99
H -13.28 -18.55 -7.57
H -12.65 -17.19 -7.26
O -7.76 -23.91 -14.89
H -7.61 -23.09 -15.37
H -8.66 -23.82 -14.56
O -10.90 -21.31 -6.44
H -11.28 -20.71 -7.10
H -11.37 -21.14 -5.62
O -17.87 -20.94 -8.41
H -17.68 -21.85 -8.17
H -17.00 -20.54 -8.57
O -18.27 -20.10 -11.21
H -18.27 -20.87 -11.78
H -18.22 -20.45 -10.31
O -15.79 -24.31 -11.01
H -15.13 -25.01 -11.06
H -15.45 -23.71 -10.34
O -12.62 -21.92 -15.43
H -12.64 -22.85 -15.66
H -11.73 -21.78 -15.08
*
```

Output
**Energy above the lowest of the compared OMol25 structures with the same formula, charge and spin**: 77.08 kJ/mol
**Orbital gap**: 9.24 eV
**Highest occupied orbital energy**: -5.71 eV